# 1
ORCA calculation (ωB97M-V with the def2-TZVPD basis set) on one molecule with the formula C4H11NS at a distorted geometry.

Summary:
SMILES: NCCCCS
Relative energy (zero: lowest compared OMol25 entry of this formula, charge and spin) in kJ/mol: 35.6
Max |F| in eV Å⁻¹: 1.74
HOMO energy in eV: -8.939

Positions of all 17 atoms, in Å:
H 1.01053 0.93686 0.19115
H -2.44091 0.38058 -0.60668
H 1.43170 -1.62632 2.21662
C -0.88294 0.49006 0.98329
H -1.67853 -1.13797 -0.16785
S 1.42995 -1.23237 0.93460
H -1.24946 -0.38572 -2.39991
N -0.45450 1.54799 -1.84774
H -1.15105 1.54723 0.96638
H 0.27164 -0.47310 -1.54945
H -1.39227 1.91279 -1.95855
H -1.34582 -0.05503 1.80415
C -0.63941 0.10684 -1.63386
C 0.64579 0.39179 1.05895
H -0.07933 1.69041 -2.78913
H 0.93239 0.96653 1.93973
C -1.48607 -0.07658 -0.34166

Cartesian forces (eV/Å) of the 3 atoms listed first:
0.3 0.1 0.0
-0.2 0.1 0.5
-0.2 0.2 0.0

These are the natural (NBO) partial charges, in e, on atoms 1 to 4: atom 1 (H): 0.237, atom 2 (H): 0.191, atom 3 (H): 0.122, atom 4 (C): -0.409

***

# 2
ORCA calculation (ωB97M-V with the def2-TZVPD basis set) on a 2-piece molecular cluster, C4H11O overall at a distorted geometry.

Summary:
Relative energy (zero: lowest compared OMol25 entry of this formula, charge and spin) in kJ/mol: 46.8
Charge: -1
Max |F| in eV Å⁻¹: 1.92
HOMO energy in eV: -2.199

Positions of all 16 atoms, in Å:
H 0.57550 0.84329 -0.21424
H 1.57627 -2.62048 -1.16312
H 2.28189 0.82900 -0.13773
O -1.17227 1.48708 0.26308
H -0.01304 -1.88932 -0.82950
H -2.86636 2.45188 1.03550
C 1.43790 0.20226 -0.45453
H 0.82426 -0.94324 1.24629
C 0.88116 -2.30807 -0.37241
H 0.83925 -3.17008 0.28850
H 2.47783 -1.27897 0.76401
H -3.22115 0.89252 0.35157
C -2.47823 1.72856 0.26193
H -2.87939 2.22893 -0.68867
H 1.48768 -0.09946 -1.50328
C 1.47181 -1.08631 0.37199

Cartesian forces (eV/Å) of the 3 atoms listed first:
-0.3 -0.6 -0.5
-0.2 0.2 -0.2
0.3 -0.2 -0.6

These are the natural (NBO) partial charges, in e, on atoms 1 to 4: atom 1 (H): 0.322, atom 2 (H): 0.175, atom 3 (H): 0.179, atom 4 (O): -0.975

***

# 3
ORCA calculation (ωB97M-V with the def2-TZVPD basis set) on a 2-piece molecular cluster, C4H11O3 overall at a distorted geometry.

Summary:
Relative energy (zero: lowest compared OMol25 entry of this formula, charge and spin) in kJ/mol: 227.9
Charge: -1
Max |F| in eV Å⁻¹: 3.79
HOMO energy in eV: -3.002

Positions of all 18 atoms, in Å:
H -4.06678 0.64213 -1.42191
H 2.16333 -0.36967 -0.79661
H -1.82338 0.75897 1.39828
H 4.32105 -2.41392 -0.06610
C -3.43194 0.24412 -0.61997
C 3.65885 -1.55620 0.14411
H 2.99448 -1.86069 0.97916
H -0.29754 2.42564 0.34651
O 0.73959 1.03300 -0.76977
O 2.95253 -1.19641 -1.00063
O -2.23189 0.96647 -0.61650
H 0.48042 1.14506 1.29157
H 4.30019 -0.73505 0.52422
C -0.03821 1.34217 0.32201
C -1.35114 0.57319 0.41230
H -1.15121 -0.51379 0.33545
H -3.96662 0.34579 0.34233
H -3.25175 -0.83081 -0.80444

Cartesian forces (eV/Å) of the 3 atoms listed first:
0.1 -0.1 0.2
2.2 -2.4 -0.5
-0.1 0.0 -0.1

These are the natural (NBO) partial charges, in e, on atoms 1 to 4: atom 1 (H): 0.173, atom 2 (H): 0.546, atom 3 (H): 0.121, atom 4 (H): 0.145

***

# 4
ORCA calculation (ωB97M-V with the def2-TZVPD basis set) on C4H11O3Rh as an isolated structure at a distorted geometry.

Summary:
Relative energy (zero: lowest compared OMol25 entry of this formula, charge and spin) in kJ/mol: 116.7
Spin multiplicity: 5
Max |F| in eV Å⁻¹: 5.05
HOMO energy (alpha / beta) in eV: -6.955 / -8.497

Positions of all 19 atoms, in Å:
H 1.56686 -3.75153 2.85211
H 0.07213 2.52008 -0.41501
H 2.10164 -1.55249 0.99820
O 2.20751 -3.18715 2.41168
H -1.93558 2.95610 -1.75828
C 1.16264 -2.00538 1.35001
H -1.24533 1.82235 -2.96932
C 0.37253 0.59177 0.52397
C -0.00095 1.44922 -0.66593
O -1.33763 1.11998 -1.01512
C -1.87089 1.90159 -2.06614
H -2.87464 1.51758 -2.28309
H -0.17211 0.94011 1.42315
Rh -1.65092 -1.04689 -0.80759
H 1.44402 0.76635 0.73512
O 0.08325 -0.75568 0.26857
H 0.58563 -1.69984 2.23876
H 0.66306 1.24343 -1.52329
H 0.82878 -2.82960 0.70218

Cartesian forces (eV/Å) of the 3 atoms listed first:
-0.2 0.0 0.0
-0.1 -0.2 -0.1
-1.0 0.2 0.4

These are the natural (NBO) partial charges, in e, on atoms 1 to 4: atom 1 (H): 0.428, atom 2 (H): 0.190, atom 3 (H): 0.209, atom 4 (O): -0.942

***

# 5
ORCA calculation (ωB97M-V with the def2-TZVPD basis set) on a 2-piece molecular cluster, C4H11OP overall at a distorted geometry.

Summary:
Relative energy (zero: lowest compared OMol25 entry of this formula, charge and spin) in kJ/mol: 433.8
Max |F| in eV Å⁻¹: 2.34
HOMO energy (alpha / beta) in eV: -8.308 / -7.684

Positions of all 17 atoms, in Å:
H 2.93183 -0.73526 -1.15847
H 0.04095 -1.26370 1.97371
H 0.89844 1.08831 -1.40514
H -1.71970 -0.67658 -1.88421
H -2.42827 2.83832 1.31241
H -1.46378 2.05292 2.71218
C 1.88016 -0.96309 -0.93340
C 1.07944 0.31880 -0.64058
H 1.66196 0.80218 0.17540
P -0.58594 -0.27897 0.03061
H 1.90949 -1.46328 -0.01087
C -1.47659 2.44881 1.71540
H -0.65896 2.29404 1.01021
C -1.26475 -1.34472 -1.17550
H -2.13256 -2.07387 -1.04063
O -0.11704 -1.50589 1.06939
H 1.44534 -1.53801 -1.75052

Cartesian forces (eV/Å) of the 3 atoms listed first:
-0.2 0.1 -0.2
0.0 0.4 0.6
0.2 -0.5 -0.1

These are the natural (NBO) partial charges, in e, on atoms 1 to 4: atom 1 (H): 0.203, atom 2 (H): 0.490, atom 3 (H): 0.232, atom 4 (H): 0.182

***

# 6
ORCA calculation (ωB97M-V with the def2-TZVPD basis set) on a 2-piece molecular cluster, C4H11OS overall at a distorted geometry.

Summary:
Relative energy (zero: lowest compared OMol25 entry of this formula, charge and spin) in kJ/mol: 29.2
Charge: -1
Max |F| in eV Å⁻¹: 1.09
HOMO energy in eV: -2.641

Positions of all 17 atoms, in Å:
H 2.32348 -1.71984 -2.31244
C -1.75498 -0.55272 0.45474
H -2.18247 -0.89791 2.51699
H -2.97403 -2.11995 1.47296
H 0.66241 -0.24583 -1.59678
H -2.32797 -0.45269 -0.46602
C -2.67621 -1.07108 1.56519
H -3.53344 -0.40317 1.61994
H -1.00569 -1.29666 0.19941
C 2.66466 -0.72739 -2.02996
O 1.95707 1.10141 -0.68113
H 1.23293 1.37525 -0.08071
H 2.58640 -0.11659 -2.93542
H 1.50080 -0.83455 -0.17137
S -0.91554 0.98277 0.93758
H 3.67203 -0.69118 -1.64434
C 1.62104 -0.20408 -1.06713

Cartesian forces (eV/Å) of the 3 atoms listed first:
0.5 -0.4 0.0
0.1 -0.3 0.1
0.2 -0.3 0.2

These are the natural (NBO) partial charges, in e, on atoms 1 to 4: atom 1 (H): 0.192, atom 2 (C): -0.518, atom 3 (H): 0.209, atom 4 (H): 0.172

***

# 7
ORCA calculation (ωB97M-V with the def2-TZVPD basis set) on a 2-piece molecular cluster, C4H11S overall at a distorted geometry.

Summary:
Relative energy (zero: lowest compared OMol25 entry of this formula, charge and spin) in kJ/mol: 180.4
Charge: -1
Max |F| in eV Å⁻¹: 2.96
HOMO energy in eV: -1.981

Positions of all 16 atoms, in Å:
H -0.27226 0.12665 -0.15948
H -0.41455 1.65381 0.88373
H -1.77343 1.45735 -3.10362
H -1.32959 0.09621 -2.12262
H -1.53865 0.21493 1.09378
S -0.89740 -0.34235 -4.51598
H 1.37360 0.80662 2.16316
H 0.07622 0.08373 3.03276
C 0.63366 -0.00894 2.08946
H 2.32473 -1.48807 1.90423
C 1.25897 -1.37376 1.52343
C -1.01648 0.68033 -2.97324
H 0.77131 -2.33122 1.69292
H -0.00071 1.14123 -2.87255
C -0.37015 0.51068 0.91673
H 1.17471 -1.22721 0.44728

Cartesian forces (eV/Å) of the 3 atoms listed first:
0.7 0.6 1.7
0.2 -1.5 0.0
0.1 0.2 0.0

These are the natural (NBO) partial charges, in e, on atoms 1 to 4: atom 1 (H): 0.242, atom 2 (H): 0.204, atom 3 (H): 0.170, atom 4 (H): 0.164

***

# 8
ORCA calculation (ωB97M-V with the def2-TZVPD basis set) on a 2-piece molecular cluster, C4H12 overall at a distorted geometry.

Summary:
Relative energy (zero: lowest compared OMol25 entry of this formula, charge and spin) in kJ/mol: 32.6
Charge: -1
Spin multiplicity: 2
Max |F| in eV Å⁻¹: 1.12
HOMO energy (alpha / beta) in eV: 1.598 / -7.705

Positions of all 16 atoms, in Å:
H 3.46532 0.91285 -1.35297
H -1.99578 -0.27725 -0.88378
H 1.65111 -0.56556 0.57000
H 0.81125 0.62742 -0.34142
H 2.14021 0.06989 -2.13925
H 2.19316 1.13845 0.63373
C 1.80248 0.34185 -0.00545
H -1.39168 -1.05146 1.57696
C -2.20614 0.25683 0.04943
C 2.73196 0.11056 -1.21794
H -3.11863 0.76854 -0.23406
H -1.52471 1.10088 0.19507
H -2.96499 -1.59493 0.95651
H 3.25609 -0.84458 -1.16006
C -2.34969 -0.71747 1.19362
H -2.93570 -0.29987 2.01889

Cartesian forces (eV/Å) of the 3 atoms listed first:
-0.1 -0.1 0.1
0.7 0.1 0.1
0.1 -0.1 0.2

These are the natural (NBO) partial charges, in e, on atoms 1 to 4: atom 1 (H): 0.186, atom 2 (H): 0.185, atom 3 (H): 0.194, atom 4 (H): 0.210

***

# 9
ORCA calculation (ωB97M-V with the def2-TZVPD basis set) on a 2-piece molecular cluster, C4H12 overall at a distorted geometry.

Summary:
Relative energy (zero: lowest compared OMol25 entry of this formula, charge and spin) in kJ/mol: 95.2
Charge: -1
Spin multiplicity: 2
Max |F| in eV Å⁻¹: 5.27
HOMO energy (alpha / beta) in eV: 1.540 / -6.926

Positions of all 16 atoms, in Å:
H -2.79979 -0.54592 -0.30067
C 2.20489 0.71815 1.17312
H -0.53000 -1.38098 -2.31469
H -2.17791 -2.04646 -2.09118
H 2.66087 1.16142 2.05236
H 0.87885 2.39619 0.54017
H -1.23912 -0.59193 0.27238
C 0.82076 1.42293 1.04340
H 2.79682 0.83925 0.27985
H -0.83625 -2.43296 -1.05432
H -1.73958 0.55262 -1.09362
C -1.27661 -1.57574 -1.54862
H 2.14586 -0.34864 1.38817
H 0.29700 1.52728 1.92884
C -1.71200 -0.53377 -0.66581
H 0.32101 0.68068 0.38022

Cartesian forces (eV/Å) of the 3 atoms listed first:
1.0 -0.7 -0.9
-0.7 0.9 1.2
0.0 0.7 -0.1

These are the natural (NBO) partial charges, in e, on atoms 1 to 4: atom 1 (H): 0.184, atom 2 (C): -0.754, atom 3 (H): 0.203, atom 4 (H): 0.174

***

# 10
ORCA calculation (ωB97M-V with the def2-TZVPD basis set) on a 2-piece molecular cluster, C4H12 overall at a distorted geometry.

Summary:
Relative energy (zero: lowest compared OMol25 entry of this formula, charge and spin) in kJ/mol: 28.4
Charge: -1
Spin multiplicity: 2
Max |F| in eV Å⁻¹: 1.56
HOMO energy (alpha / beta) in eV: 1.555 / -7.457

Positions of all 16 atoms, in Å:
C -0.93602 -0.40756 -2.66130
H 0.76880 0.87726 -2.87071
H -1.50141 -0.75458 -1.79519
C 0.54928 0.29534 3.13177
H 0.71327 1.34192 3.39877
H -0.02526 -0.13102 3.97046
H -0.91426 -1.29343 -3.30884
H -1.04790 0.68694 1.73592
H -1.47861 0.41885 -3.11343
C -0.14088 0.09568 1.79516
H 0.50639 0.52920 1.01442
C 0.49403 0.01063 -2.26566
H 1.47170 -0.26294 3.22724
H 0.55766 0.32192 -1.22895
H -0.21861 -0.93989 1.45926
H 1.20184 -0.78832 -2.48890

Cartesian forces (eV/Å) of the 3 atoms listed first:
0.2 -0.6 0.5
0.3 0.0 0.0
0.0 0.2 0.2

These are the natural (NBO) partial charges, in e, on atoms 1 to 4: atom 1 (C): -0.696, atom 2 (H): 0.182, atom 3 (H): 0.204, atom 4 (C): -0.784

***

# 11
ORCA calculation (ωB97M-V with the def2-TZVPD basis set) on a 2-piece molecular cluster, C4H12 overall at a distorted geometry.

Summary:
Relative energy (zero: lowest compared OMol25 entry of this formula, charge and spin) in kJ/mol: 82.7
Charge: -1
Spin multiplicity: 2
Max |F| in eV Å⁻¹: 1.23
HOMO energy (alpha / beta) in eV: 1.600 / -7.420

Positions of all 16 atoms, in Å:
H 0.95461 1.76988 1.22840
C 0.13908 -1.04605 -1.28981
H -0.01786 0.20965 1.06234
H -0.80398 -1.24003 -1.80648
H 0.77983 -0.40474 -1.89360
H 1.91257 -2.31722 -1.59849
H 0.95169 -2.79995 -0.18288
H -0.70386 3.20887 0.72365
C 0.01873 1.21488 1.45470
H -0.07976 0.93081 2.51254
C 0.89889 -2.39628 -1.18626
H -1.73219 2.44348 1.84935
H -1.55263 1.96386 0.10524
H -0.07268 -0.58197 -0.34888
H 0.33960 -3.08937 -1.84180
C -1.04718 2.21309 1.03222

Cartesian forces (eV/Å) of the 3 atoms listed first:
0.0 -1.2 0.4
0.4 -1.0 -0.6
0.1 0.3 -0.7

These are the natural (NBO) partial charges, in e, on atoms 1 to 4: atom 1 (H): 0.190, atom 2 (C): -0.758, atom 3 (H): 0.194, atom 4 (H): 0.182

***

# 12
ORCA calculation (ωB97M-V with the def2-TZVPD basis set) on a 2-piece molecular cluster, C4H12 overall at a distorted geometry.

Summary:
SMILES: CC.CC
Relative energy (zero: lowest compared OMol25 entry of this formula, charge and spin) in kJ/mol: 149.9
Max |F| in eV Å⁻¹: 6.61
HOMO energy in eV: -10.997

Positions of all 16 atoms, in Å:
C 1.24549 1.57545 -0.63578
H 0.25412 1.24859 1.41017
H -0.79084 1.83091 0.09956
H 0.06312 -2.76199 -0.83670
H -1.48204 -0.85078 0.70081
H 0.31430 2.90765 0.88301
C 0.23860 1.82297 0.51835
C -1.05286 -1.81846 0.67896
C -0.28629 -1.66753 -0.58884
H 0.54012 -0.86964 -0.71308
H -0.90652 -1.39937 -1.38463
H 0.75892 1.65902 -1.48763
H 1.49021 0.44712 -0.43245
H -1.92512 -2.47784 0.70579
H -0.56102 -1.91501 1.66787
H 2.09982 2.26892 -0.58540

Cartesian forces (eV/Å) of the 3 atoms listed first:
2.0 -2.6 5.8
0.4 -1.0 0.5
0.5 -0.4 0.4

These are the natural (NBO) partial charges, in e, on atoms 1 to 4: atom 1 (C): -0.591, atom 2 (H): 0.209, atom 3 (H): 0.202, atom 4 (H): 0.192